No. 1
Computed, not measured: C40H57BN8O2PS5Sr as an isolated structure, with ωB97M-V with the def2-TZVPD basis set.

Values from the calculation:
**Orbital gap**: 6.2 eV
**E_tot**: -123409.125 eV

The geometry in ORCA input format:
```
! wB97M-V def2-TZVPD RIJCOSX def2/J DEFGRID3
* xyz -1 1
Sr -1.818 -0.260 0.325
C 0.644 2.083 -2.959
C -0.620 1.609 -2.289
N -0.739 0.382 -1.905
N 0.271 -0.436 -2.439
C 0.236 -1.687 -2.118
S -0.765 -2.578 -1.027
S 1.570 -2.546 -2.976
C 0.856 -4.190 -3.262
C -0.029 -4.256 -4.476
C 0.442 -4.776 -5.676
C -0.367 -4.815 -6.805
C -1.664 -4.329 -6.745
C -2.144 -3.807 -5.550
C -1.336 -3.771 -4.424
C -1.736 2.589 -2.148
C -1.801 3.616 -3.095
C -2.820 4.553 -3.124
C -3.815 4.485 -2.155
C -3.782 3.490 -1.201
C -2.768 2.509 -1.171
O -2.786 1.587 -0.254
H 1.492 1.645 -2.437
H 0.724 3.166 -2.919
H 0.697 1.741 -3.995
H 0.314 -4.453 -2.354
H 1.710 -4.859 -3.373
H 1.459 -5.150 -5.728
H 0.019 -5.222 -7.732
H -2.297 -4.354 -7.624
H -3.154 -3.420 -5.495
H -1.706 -3.357 -3.492
H -1.035 3.668 -3.857
H -2.835 5.321 -3.887
H -4.617 5.216 -2.143
H -4.548 3.437 -0.435
C -0.590 5.586 1.882
C -1.224 4.595 2.859
C -2.412 3.875 2.223
C -1.732 5.375 4.070
N -0.199 3.609 3.300
C 0.198 3.415 4.620
C 1.182 2.501 4.607
N 1.403 2.123 3.298
B 2.524 1.082 3.027
N 2.140 -0.349 3.497
C 3.160 -1.188 3.884
C 2.667 -2.430 3.987
N 1.319 -2.366 3.661
C 1.001 -1.067 3.390
S -0.563 -0.403 3.153
C 0.568 -3.656 3.530
C 0.549 -4.320 4.907
C -0.868 -3.533 3.029
C 1.328 -4.509 2.508
N 3.026 1.137 1.563
C 3.654 2.307 1.181
C 4.312 2.083 0.039
N 4.104 0.750 -0.308
C 3.272 0.171 0.629
S 2.524 -1.341 0.538
C 4.861 0.176 -1.458
C 6.322 0.630 -1.328
C 4.868 -1.349 -1.510
C 4.248 0.721 -2.748
C 0.537 2.774 2.492
S 0.400 2.594 0.813
H -1.326 6.348 1.615
H -0.258 5.080 0.978
H 0.267 6.076 2.349
H -3.126 4.614 1.852
H -2.910 3.262 2.977
H -2.101 3.244 1.392
H -2.487 6.078 3.718
H -0.937 5.946 4.553
H -2.202 4.722 4.808
H -0.237 3.936 5.449
H 1.756 2.085 5.416
H 3.462 1.409 3.732
H 4.164 -0.825 4.003
H 3.162 -3.352 4.222
H 0.038 -3.677 5.626
H 1.555 -4.520 5.279
H 0.015 -5.269 4.846
H -1.491 -2.955 3.704
H -1.256 -4.553 2.964
H -0.912 -3.082 2.040
H 2.327 -4.779 2.852
H 1.423 -3.962 1.569
H 0.772 -5.429 2.322
H 3.542 3.215 1.748
H 4.866 2.763 -0.579
H 6.713 0.371 -0.343
H 6.446 1.703 -1.477
H 6.919 0.119 -2.085
H 5.249 -1.781 -0.584
H 5.529 -1.632 -2.334
H 3.881 -1.764 -1.686
H 4.261 1.813 -2.764
H 3.216 0.383 -2.847
H 4.815 0.356 -3.607
C -3.844 -0.174 3.145
P -4.629 -0.831 1.668
C -5.531 0.516 0.909
C -5.898 -1.970 2.243
O -3.663 -1.526 0.747
H -4.598 0.235 3.819
H -3.135 0.618 2.899
H -3.289 -0.972 3.639
H -6.187 0.996 1.636
H -6.117 0.124 0.076
H -4.801 1.230 0.515
H -6.624 -1.465 2.881
H -5.430 -2.786 2.795
H -6.403 -2.383 1.370
*
```

Here are the Löwdin charges for atoms 1 to 8, given in e: Sr 1.1399; C -0.0490; C -0.2928; N -0.0532; N -0.0961; C -1.1078; S 0.4613; S 0.8668

No. 2
Computed, not measured: C40H57N2OP3V as an isolated structure, with ωB97M-V with the def2-TZVPD basis set.

Values from the calculation:
**Orbital gap (spin up / spin down)**: 7.8 / 7.9 eV
**E_tot**: -100984.376 eV

The geometry in ORCA input format:
```
! wB97M-V def2-TZVPD RIJCOSX def2/J DEFGRID3
* xyz 1 1
V 0.137 -0.483 0.865
C 3.019 -1.720 -2.420
N 2.048 -1.354 -1.384
P 0.362 -1.622 -1.466
C -0.047 -1.208 -3.177
C -0.509 -2.139 -4.100
C -0.772 -1.746 -5.408
C -0.575 -0.431 -5.795
C -0.110 0.504 -4.875
C 0.145 0.119 -3.570
C 0.106 -3.412 -1.339
C 1.144 -4.336 -1.321
C 0.875 -5.689 -1.159
C -0.432 -6.129 -1.018
C -1.477 -5.211 -1.033
C -1.207 -3.861 -1.186
P 2.349 -0.214 -0.150
C 3.173 1.176 -0.938
C 4.517 1.134 -1.312
C 5.077 2.193 -2.012
C 4.302 3.299 -2.340
C 2.966 3.350 -1.967
C 2.407 2.289 -1.268
C 3.616 -1.005 0.894
C 4.498 -0.253 1.666
C 5.367 -0.880 2.547
C 5.363 -2.264 2.665
C 4.483 -3.018 1.901
C 3.611 -2.391 1.023
H 2.605 -2.496 -3.061
H 3.932 -2.102 -1.959
H 3.264 -0.854 -3.039
H -0.658 -3.171 -3.810
H -1.128 -2.476 -6.124
H -0.779 -0.131 -6.814
H 0.054 1.530 -5.176
H 0.525 0.849 -2.865
H 2.170 -4.006 -1.427
H 1.691 -6.401 -1.143
H -0.639 -7.183 -0.892
H -2.499 -5.547 -0.917
H -2.031 -3.153 -1.173
H 5.130 0.279 -1.053
H 6.119 2.158 -2.301
H 4.745 4.124 -2.882
H 2.365 4.215 -2.214
H 1.369 2.329 -0.972
H 4.513 0.828 1.588
H 6.048 -0.287 3.142
H 6.044 -2.752 3.349
H 4.471 -4.097 1.990
H 2.913 -2.983 0.444
C -0.397 4.170 0.316
C -1.672 3.480 -0.205
C -2.782 4.534 -0.307
C -1.367 2.967 -1.627
P -2.029 2.035 0.918
N -0.937 0.885 0.635
C -3.709 1.320 0.558
C -4.881 2.179 1.058
C -3.837 -0.102 1.149
C -3.852 1.156 -0.968
C -1.896 2.544 2.704
C -2.614 3.863 3.033
C -2.487 1.432 3.590
C -0.423 2.673 3.130
H -0.052 4.857 -0.460
H 0.407 3.467 0.528
H -0.577 4.760 1.211
H -2.419 5.341 -0.949
H -3.050 4.980 0.650
H -3.685 4.144 -0.774
H -0.768 3.728 -2.134
H -2.261 2.813 -2.224
H -0.808 2.034 -1.620
H -4.955 2.195 2.143
H -5.807 1.741 0.677
H -4.848 3.208 0.704
H -4.127 -0.102 2.195
H -2.920 -0.682 1.045
H -4.621 -0.619 0.594
H -3.972 2.105 -1.486
H -4.759 0.577 -1.146
H -3.015 0.615 -1.410
H -3.653 3.882 2.710
H -2.109 4.730 2.615
H -2.610 3.979 4.119
H -3.567 1.349 3.527
H -2.242 1.679 4.625
H -2.053 0.454 3.373
H 0.068 3.549 2.715
H 0.177 1.801 2.872
H -0.411 2.774 4.218
C 0.409 -4.164 2.370
C 0.098 -2.832 3.008
C -1.281 -2.748 3.611
O 0.217 -1.809 1.988
H 0.420 -4.946 3.134
H 1.385 -4.143 1.888
H -0.344 -4.425 1.623
H 0.852 -2.592 3.762
H -2.044 -2.991 2.868
H -1.484 -1.752 4.003
H -1.367 -3.460 4.435
*
```

Here are the Löwdin charges for atoms 1 to 8, given in e: V 0.5162; C -0.1130; N -0.4906; P 0.9784; C -0.3388; C -0.0701; C -0.0646; C -0.0683

No. 3
Computed, not measured: C40H58BaN3O6S2Se as an isolated structure, with ωB97M-V with the def2-TZVPD basis set.

Values from the calculation:
**Orbital gap**: 6.9 eV
**E_tot**: -146893.737 eV

The geometry in ORCA input format:
```
! wB97M-V def2-TZVPD RIJCOSX def2/J DEFGRID3
* xyz -1 1
Ba 1.003 -1.272 -0.553
C 2.511 4.398 4.878
C 2.076 4.781 3.456
C 2.945 5.949 2.989
C 0.615 5.250 3.495
C 2.199 3.570 2.532
C 1.433 2.429 2.769
C 1.528 1.327 1.946
Se 0.377 -0.201 2.252
C -1.293 0.539 1.616
C -1.943 1.474 2.410
C -3.111 2.086 1.980
C -3.579 1.702 0.729
C -2.988 0.746 -0.098
C -1.798 0.102 0.362
O -1.130 -0.844 -0.299
C -3.692 0.526 -1.459
C -3.058 -0.532 -2.357
C -5.146 0.082 -1.219
C -3.693 1.849 -2.246
C -3.866 3.138 2.796
C -3.900 4.468 2.026
C -3.197 3.386 4.145
C -5.308 2.673 3.051
C 2.443 1.261 0.855
O 2.510 0.140 0.156
C 3.206 2.424 0.589
C 3.054 3.525 1.441
C 4.202 2.594 -0.583
C 5.599 2.890 -0.015
C 4.338 1.379 -1.510
C 3.761 3.778 -1.463
H 2.417 5.255 5.558
H 1.897 3.582 5.273
H 3.554 4.064 4.883
H 2.820 6.793 3.674
H 4.008 5.683 2.975
H 2.663 6.285 1.984
H 0.513 6.140 4.127
H 0.260 5.494 2.488
H -0.040 4.472 3.901
H 0.737 2.394 3.602
H -1.508 1.716 3.372
H -4.482 2.185 0.363
H -3.064 -1.506 -1.877
H -3.640 -0.598 -3.284
H -2.024 -0.294 -2.617
H -5.170 -0.825 -0.606
H -5.737 0.848 -0.707
H -5.634 -0.136 -2.177
H -2.667 2.181 -2.436
H -4.192 1.708 -3.214
H -4.210 2.651 -1.711
H -2.883 4.820 1.824
H -4.414 4.363 1.065
H -4.424 5.237 2.609
H -2.179 3.771 4.023
H -3.771 4.128 4.708
H -3.147 2.471 4.745
H -5.854 2.530 2.113
H -5.313 1.720 3.590
H -5.852 3.413 3.650
H 3.653 4.404 1.227
H 5.931 2.067 0.625
H 6.323 3.005 -0.832
H 5.615 3.807 0.581
H 4.693 0.495 -0.979
H 3.395 1.114 -1.988
H 5.062 1.637 -2.293
H 3.744 4.721 -0.909
H 4.450 3.895 -2.309
H 2.756 3.607 -1.860
C -2.504 -6.565 0.275
C -2.190 -6.000 -1.091
C -1.679 -4.713 -1.219
C -1.389 -4.185 -2.467
C -1.608 -4.948 -3.604
C -2.112 -6.242 -3.503
C -2.401 -6.754 -2.246
S -1.328 -4.229 -5.191
O -1.121 -5.317 -6.102
O -2.330 -3.230 -5.417
N 0.081 -3.448 -5.037
C 1.258 -4.268 -4.651
C 2.348 -3.408 -4.028
C 1.858 -2.702 -2.780
O 1.317 -1.553 -2.910
O 1.972 -3.318 -1.674
H -2.750 -5.772 0.984
H -1.648 -7.112 0.682
H -3.343 -7.261 0.232
H -1.541 -4.090 -0.339
H -1.025 -3.167 -2.547
H -2.269 -6.828 -4.401
H -2.803 -7.759 -2.159
H -0.019 -2.570 -4.527
H 1.637 -4.774 -5.533
H 0.980 -5.038 -3.927
H 2.711 -2.664 -4.742
H 3.157 -4.081 -3.750
C 4.513 -4.760 -0.426
N 3.885 -4.462 0.857
C 2.631 -4.792 1.227
N 1.900 -5.435 0.276
S 2.051 -4.461 2.776
H 5.569 -4.513 -0.347
H 4.078 -4.192 -1.241
H 4.430 -5.824 -0.649
H 4.341 -3.831 1.491
H 2.015 -5.091 -0.676
H 0.943 -5.559 0.555
*
```

Here are the Löwdin charges for atoms 1 to 8, given in e: Ba 2.0862; C -0.0527; C -0.5622; C -0.0750; C -0.0522; C -0.1823; C -0.0770; C -0.3942

No. 4
Computed, not measured: C40H58FKN2O2 as an isolated structure, with ωB97M-V with the def2-TZVPD basis set.

Values from the calculation:
**Orbital gap**: 4.8 eV
**E_tot**: -68540.007 eV

The geometry in ORCA input format:
```
! wB97M-V def2-TZVPD RIJCOSX def2/J DEFGRID3
* xyz -2 1
K 1.275 0.114 -1.519
C 4.655 -0.420 -3.669
N 3.583 -1.308 -3.282
C 3.081 -2.099 -4.385
C 4.004 -2.101 -2.137
C 2.922 -3.013 -1.577
N 1.871 -2.293 -0.876
C 0.585 -2.982 -0.989
C -0.695 -2.178 -1.014
C -1.705 -2.497 -0.125
C -2.985 -1.962 -0.221
C -3.212 -1.085 -1.283
C -2.243 -0.726 -2.205
C -0.934 -1.312 -2.131
O -0.014 -1.114 -3.002
C -2.580 0.225 -3.358
C -3.924 0.935 -3.160
C -2.633 -0.592 -4.660
C -1.513 1.323 -3.483
C -4.075 -2.391 0.758
C -3.598 -2.217 2.208
C -4.430 -3.867 0.513
C -5.357 -1.568 0.596
C 2.272 -2.002 0.508
C 1.983 -0.646 1.112
C 1.218 -0.577 2.263
C 1.068 0.593 2.994
C 1.732 1.717 2.507
C 2.493 1.723 1.350
C 2.695 0.499 0.627
O 3.455 0.392 -0.406
C 3.207 3.012 0.924
C 3.006 3.330 -0.568
C 4.707 2.837 1.218
C 2.684 4.235 1.688
C 0.293 0.595 4.310
C 1.117 -0.166 5.365
C -1.077 -0.076 4.145
C 0.039 2.017 4.824
H 5.570 -0.966 -3.979
H 4.336 0.211 -4.501
H 4.903 0.221 -2.822
H 3.732 -2.965 -4.621
H 2.073 -2.450 -4.159
H 3.012 -1.472 -5.274
H 4.882 -2.729 -2.408
H 4.299 -1.397 -1.356
H 2.483 -3.581 -2.398
H 3.412 -3.754 -0.919
H 0.600 -3.505 -1.951
H 0.497 -3.751 -0.198
H -1.480 -3.208 0.669
H -4.197 -0.649 -1.379
H -4.773 0.245 -3.200
H -3.937 1.458 -2.201
H -4.056 1.674 -3.954
H -3.391 -1.379 -4.587
H -2.875 0.049 -5.516
H -1.662 -1.059 -4.828
H -1.424 1.867 -2.541
H -0.550 0.866 -3.690
H -1.777 2.024 -4.284
H -2.673 -2.763 2.396
H -3.406 -1.162 2.413
H -4.356 -2.579 2.911
H -3.563 -4.511 0.670
H -5.233 -4.194 1.184
H -4.765 -4.000 -0.518
H -5.148 -0.499 0.674
H -5.831 -1.761 -0.370
H -6.069 -1.838 1.381
H 1.843 -2.767 1.177
H 3.361 -2.115 0.551
H 0.731 -1.488 2.606
H 1.618 2.650 3.043
H 3.328 2.489 -1.174
H 1.945 3.510 -0.761
H 3.587 4.219 -0.840
H 5.094 2.017 0.612
H 5.268 3.752 0.992
H 4.856 2.587 2.273
H 1.597 4.297 1.588
H 2.946 4.214 2.750
H 3.122 5.139 1.255
H 1.249 -1.207 5.064
H 2.107 0.285 5.459
H 0.629 -0.143 6.347
H -0.995 -1.079 3.726
H -1.584 -0.154 5.113
H -1.693 0.519 3.469
H 0.968 2.509 5.122
H -0.447 2.611 4.048
H -0.619 1.980 5.697
F -3.868 3.246 2.053
C -2.755 2.932 1.300
C -2.373 1.615 1.177
C -1.259 1.315 0.394
C -0.500 2.266 -0.327
C -0.965 3.582 -0.119
C -2.056 3.942 0.678
H -2.945 0.840 1.681
H -0.980 0.261 0.339
H -0.440 4.406 -0.612
H -2.372 4.973 0.812
*
```

Here are the Löwdin charges for atoms 1 to 8, given in e: K 0.8340; C -0.1123; N -0.2608; C -0.1060; C -0.2128; C -0.1955; N -0.2018; C -0.1478

- Among the records above, which one has the highest E_tot?
  C40H58FKN2O2

- Which value of E_tot does entry 1 give?
  -123409.125 eV